Here is a cluster of 4 separate species, C20H30ClN2O11P in total from OMol25. Energies are from ωB97M-V with the def2-TZVPD basis set.

Positions of all 65 atoms, in Å:
N1 3.60045 2.01668 5.53813
C1 3.41768 1.35599 4.62091
C2 3.18810 0.42529 3.51513
C3 4.54925 -0.04265 2.90944
C4 4.86132 -1.49683 3.26005
C5 4.03159 -2.57587 2.51756
C6 3.49056 -2.19711 1.15798
O1 4.58243 -2.15495 0.23680
C7 2.21729 1.03589 2.43659
C8 1.90454 2.44931 2.61717
N2 1.56175 3.54059 2.72653
P1 0.68352 -0.01062 2.29405
O2 -0.28517 1.14028 1.71260
Cl1 0.08742 -0.09821 4.30788
H1 2.69603 -0.45338 3.93740
H2 5.33548 0.56978 3.35325
H3 4.59330 0.13933 1.83747
H4 5.91999 -1.68218 3.08618
H5 4.69280 -1.60837 4.33390
H6 3.21388 -2.92289 3.15175
H7 4.68611 -3.43490 2.36219
H8 2.77126 -2.96174 0.84783
H9 2.94944 -1.25048 1.16623
H10 4.20959 -2.11332 -0.65185
H11 2.69655 0.95514 1.45811
H12 -1.09891 0.71308 1.40018
C9 -2.19145 2.24435 -3.18585
C10 -0.88918 1.68729 -2.68051
C11 -0.17728 0.74075 -3.62037
O3 0.55805 -0.09751 -2.71300
C12 -0.10649 -0.10355 -1.53750
O4 0.13861 -0.83015 -0.62419
O5 -1.08349 0.82344 -1.53526
H13 -2.70992 2.78441 -2.39491
H14 -2.01500 2.93014 -4.01293
H15 -2.85252 1.44637 -3.52802
H16 -0.22078 2.49364 -2.36761
H17 0.50249 1.23638 -4.30864
H18 -0.87631 0.11212 -4.17783
C13 0.08727 1.51410 -8.82433
C14 -1.05826 1.35665 -7.85897
C15 -2.40705 1.06355 -8.47778
O6 -3.30860 1.62261 -7.51181
C16 -2.65939 2.62087 -6.86903
O7 -3.17174 3.40250 -6.13694
O8 -1.33732 2.59543 -7.17439
H19 0.97538 1.87637 -8.30810
H20 0.32232 0.55755 -9.29025
H21 -0.15973 2.23567 -9.60354
H22 -0.81729 0.60851 -7.09720
H23 -2.60867 0.00403 -8.61034
H24 -2.54835 1.58610 -9.42626
C17 -3.36510 -0.83284 4.68470
C18 -4.15483 -1.59030 5.71918
C19 -3.35938 -2.10734 6.89707
O9 -4.11719 -3.25977 7.28952
C20 -4.77087 -3.71877 6.19336
O10 -5.34357 -4.75552 6.13092
O11 -4.67295 -2.82206 5.18040
H25 -3.97932 -0.63989 3.80483
H26 -3.02430 0.12050 5.08703
H27 -2.49821 -1.40779 4.36367
H28 -5.00850 -0.99872 6.06263
H29 -3.28958 -1.40421 7.72283
H30 -2.35777 -2.43275 6.60598

- E_LUMO (Eh) = 0.002
- Kohn-Sham gap (hartree) = 0.3589
- 2S+1 = 1
- SMILES = N#C[C@H](CCCCO)[C@H](C#N)P(O)Cl.C[C@@H]1COC(=O)O1.C[C@@H]1COC(=O)O1.C[C@@H]1COC(=O)O1
- energy above the lowest of the compared OMol25 structures with the same formula, charge and spin (kcal per mole) = 3.6
- net charge = 0
- total energy (Eh) = -2518.8602